No. 1
{
  "formula": "C38H42N4P2PdSe2Si2",
  "method": "wB97M-V/def2-TZVPD",
  "elements": ["Pd", "Se", "P", "C", "C", "C", "C", "C", "C", "C", "C", "C", "C", "C", "C", "C", "C", "N", "N", "N", "P", "Se", "C", "C", "C", "C", "C", "C", "C", "C", "C", "C", "C", "C", "H", "H", "H", "H", "H", "H", "H", "H", "H", "H", "H", "H", "H", "H", "H", "H", "H", "H", "H", "H", "C", "Si", "C", "C", "C", "C", "C", "C", "C", "C", "N", "Si", "C", "C", "C", "H", "H", "H", "H", "H", "H", "H", "H", "H", "H", "H", "H", "H", "H", "H", "H", "H", "H", "H", "H", "H", "H"],
  "positions_angstrom": [[0.546, 0.295, -0.125], [-2.462, -3.962, 5.067], [-0.685, -4.083, 3.908], [0.748, -3.891, 5.015], [1.374, -2.652, 5.095], [2.359, -2.431, 6.047], [2.730, -3.444, 6.915], [2.105, -4.683, 6.841], [1.111, -4.903, 5.903], [-0.555, -5.752, 3.194], [-1.717, -6.350, 2.711], [-1.678, -7.634, 2.197], [-0.480, -8.336, 2.162], [0.676, -7.748, 2.646], [0.638, -6.459, 3.164], [-0.496, -2.811, 2.659], [0.351, -2.493, 1.581], [-0.010, -1.249, 1.210], [-1.020, -0.837, 1.979], [-1.317, -1.750, 2.860], [1.670, -3.264, 0.583], [2.885, -0.147, 0.214], [2.905, -3.793, 1.845], [3.415, -5.083, 1.983], [4.411, -5.368, 2.909], [4.931, -4.361, 3.707], [4.445, -3.069, 3.566], [3.445, -2.782, 2.649], [0.910, -4.826, -0.021], [1.715, -5.752, -0.701], [1.165, -6.764, -1.470], [-0.213, -6.863, -1.620], [-1.024, -5.936, -0.983], [-0.474, -4.936, -0.195], [1.092, -1.863, 4.408], [2.842, -1.463, 6.098], [3.512, -3.274, 7.647], [2.387, -5.477, 7.522], [0.598, -5.856, 5.870], [-2.650, -5.801, 2.761], [-2.586, -8.089, 1.819], [-0.447, -9.336, 1.746], [1.617, -8.285, 2.615], [1.542, -6.004, 3.540], [3.029, -5.886, 1.371], [4.771, -6.387, 3.011], [5.707, -4.582, 4.432], [4.846, -2.267, 4.176], [3.092, -1.763, 2.515], [2.793, -5.647, -0.667], [1.817, -7.468, -1.975], [-0.645, -7.645, -2.233], [-2.101, -5.988, -1.100], [-1.125, -4.217, 0.287], [1.696, 3.269, 1.093], [1.765, 3.184, -0.787], [3.507, 3.063, -1.458], [1.226, 4.973, -1.213], [0.579, 1.945, -1.503], [-0.840, 2.189, -1.185], [-1.616, 3.315, -1.504], [-2.925, 3.376, -1.072], [-3.459, 2.334, -0.317], [-2.646, 1.249, -0.043], [-1.398, 1.174, -0.488], [0.806, 0.597, -2.788], [2.535, 0.181, -3.364], [0.021, 1.405, -4.351], [-0.197, -1.012, -2.746], [2.510, 3.881, 1.497], [1.774, 2.274, 1.531], [0.745, 3.720, 1.398], [4.090, 3.942, -1.163], [3.490, 3.012, -2.550], [3.977, 2.157, -1.074], [1.988, 5.670, -0.850], [0.282, 5.234, -0.731], [1.115, 5.131, -2.292], [-1.175, 4.105, -2.093], [-3.539, 4.236, -1.319], [-4.477, 2.360, 0.048], [-2.981, 0.412, 0.558], [3.135, 1.080, -3.511], [2.446, -0.336, -4.325], [3.050, -0.448, -2.637], [0.587, 2.300, -4.633], [-1.008, 1.718, -4.145], [-0.001, 0.727, -5.212], [0.207, -1.731, -2.030], [-0.176, -1.462, -3.746], [-1.239, -0.817, -2.479]],
  "forces_ev_per_angstrom": [[0.0, -0.3, 0.5], [0.0, 0.0, -0.1], [0.1, 0.1, 0.1], [0.0, 0.0, 0.0], [0.0, 0.0, 0.0], [0.0, 0.0, 0.1], [0.0, 0.0, 0.0], [0.0, 0.0, 0.0], [0.0, 0.0, 0.0], [0.0, 0.0, 0.0], [0.0, 0.0, 0.0], [0.0, 0.0, 0.0], [0.0, 0.0, 0.0], [0.0, 0.0, 0.0], [0.1, 0.0, -0.1], [-0.2, 0.0, 0.0], [0.2, -0.1, 0.0], [-0.4, 0.0, 0.2], [0.1, 0.0, 0.0], [0.0, -0.1, -0.1], [0.1, 0.1, -0.1], [0.1, 0.0, 0.1], [-0.1, 0.0, 0.1], [0.0, 0.0, 0.0], [0.0, 0.0, 0.0], [0.0, 0.0, 0.0], [0.0, 0.0, 0.0], [0.0, 0.0, -0.1], [-0.1, 0.1, -0.1], [0.0, 0.0, 0.0], [0.0, 0.0, 0.0], [0.0, 0.0, 0.0], [0.0, 0.0, 0.0], [0.0, 0.0, 0.1], [0.0, 0.0, 0.0], [0.0, 0.0, 0.0], [0.0, 0.0, 0.0], [0.0, 0.0, 0.0], [0.0, 0.0, 0.0], [0.0, 0.0, 0.0], [0.0, 0.0, 0.0], [0.0, 0.0, 0.0], [0.0, 0.0, 0.0], [0.1, 0.0, 0.0], [-0.1, 0.0, 0.1], [0.0, 0.0, 0.0], [0.0, 0.0, 0.0], [0.0, 0.0, 0.0], [0.0, 0.0, 0.0], [0.0, 0.0, 0.0], [0.0, 0.0, 0.0], [0.0, 0.0, 0.0], [0.0, 0.0, 0.0], [0.0, 0.0, 0.0], [0.0, -0.1, 0.1], [-0.1, 0.2, -0.1], [0.1, -0.1, 0.0], [0.0, 0.0, -0.2], [0.1, -0.6, 0.7], [0.0, 0.1, -0.2], [0.0, 0.0, 0.0], [0.0, 0.0, 0.0], [0.0, 0.0, 0.0], [0.0, -0.1, 0.0], [0.1, 0.1, 0.0], [-0.2, 0.5, -0.9], [0.1, 0.1, 0.1], [0.0, 0.0, 0.0], [0.0, 0.0, 0.2], [0.0, 0.1, -0.1], [0.0, 0.0, 0.0], [0.0, 0.0, 0.0], [0.0, 0.0, 0.0], [0.0, 0.1, 0.0], [0.0, 0.0, 0.0], [0.0, 0.0, 0.0], [0.0, 0.0, 0.0], [0.0, 0.0, 0.0], [0.0, 0.0, 0.0], [0.0, 0.0, 0.0], [0.0, 0.0, 0.0], [0.0, 0.0, 0.0], [0.0, 0.0, 0.0], [0.0, 0.0, 0.0], [0.0, 0.0, 0.0], [0.0, 0.0, 0.0], [0.0, 0.0, 0.0], [0.0, 0.0, 0.0], [0.0, 0.0, 0.0], [0.0, 0.0, 0.0], [0.0, 0.0, 0.0]],
  "homo_lumo_gap_ev": 4.45,
  "e_lumo_ha": 0.15131,
  "relative_energy_kj_mol": 5.5,
  "total_charge": -2
}

=====

No. 2
{
  "formula": "C38H42N6O11PRuSTe",
  "method": "wB97M-V/def2-TZVPD",
  "elements": ["Ru", "O", "C", "O", "C", "C", "C", "N", "C", "C", "C", "O", "O", "H", "H", "H", "O", "N", "O", "C", "C", "C", "C", "C", "C", "N", "C", "C", "N", "C", "C", "C", "C", "H", "H", "H", "H", "H", "H", "H", "C", "C", "C", "N", "C", "S", "N", "C", "O", "C", "C", "C", "C", "C", "C", "H", "H", "H", "H", "H", "H", "H", "H", "H", "H", "H", "H", "H", "H", "Te", "C", "C", "C", "C", "O", "P", "O", "O", "O", "C", "C", "C", "C", "H", "H", "H", "H", "H", "H", "H", "H", "H", "H", "H", "H", "H", "H", "H", "H", "H", "H"],
  "positions_angstrom": [[-0.120, 0.134, -0.149], [-2.747, 4.705, 4.958], [-3.449, 4.089, 4.135], [-4.671, 4.097, 3.913], [-2.632, 3.139, 3.191], [-1.320, 3.451, 2.858], [-0.624, 2.635, 1.982], [-1.160, 1.526, 1.471], [-2.417, 1.211, 1.796], [-3.191, 1.995, 2.636], [-2.972, -0.040, 1.132], [-4.098, -0.428, 1.404], [-2.174, -0.578, 0.282], [-0.855, 4.324, 3.294], [0.391, 2.856, 1.681], [-4.215, 1.714, 2.831], [-0.257, 4.388, -5.834], [0.683, 3.557, -5.787], [1.555, 3.518, -6.688], [0.790, 2.663, -4.725], [1.908, 1.817, -4.712], [2.162, 0.932, -3.666], [3.299, 0.084, -3.605], [3.470, -0.719, -2.513], [2.526, -0.715, -1.481], [1.435, 0.035, -1.526], [1.250, 0.852, -2.586], [0.062, 1.650, -2.613], [-0.791, 1.465, -1.579], [-1.921, 2.160, -1.537], [-2.243, 3.084, -2.515], [-1.385, 3.297, -3.578], [-0.189, 2.567, -3.663], [2.599, 1.875, -5.538], [4.008, 0.099, -4.423], [4.330, -1.369, -2.427], [2.658, -1.338, -0.611], [-2.586, 1.976, -0.705], [-3.165, 3.641, -2.431], [-1.622, 4.014, -4.345], [0.135, -5.753, -3.948], [1.352, -5.529, -3.055], [1.328, -4.143, -2.410], [0.306, -4.042, -1.396], [-0.754, -3.214, -1.398], [-1.139, -2.222, -2.707], [-1.585, -3.262, -0.326], [-1.202, -3.847, 0.922], [-0.870, -3.055, 1.899], [-1.101, -5.257, 0.998], [-1.553, -6.098, -0.057], [-1.337, -7.456, -0.014], [-0.691, -8.043, 1.076], [-0.283, -7.238, 2.142], [-0.491, -5.878, 2.121], [0.206, -6.702, -4.481], [0.053, -4.947, -4.677], [-0.775, -5.759, -3.347], [2.269, -5.611, -3.645], [1.382, -6.290, -2.270], [1.124, -3.387, -3.168], [2.302, -3.935, -1.956], [0.462, -4.556, -0.540], [-2.149, -2.411, -0.201], [-2.065, -5.645, -0.896], [-1.666, -8.078, -0.840], [-0.517, -9.111, 1.100], [0.217, -7.691, 2.990], [-0.167, -5.238, 2.931], [0.777, -1.504, 1.683], [1.808, 1.868, 4.345], [3.254, 1.597, 3.947], [4.199, 2.590, 4.627], [3.651, 0.164, 4.310], [3.435, 1.889, 2.549], [2.947, 1.061, 1.257], [1.825, 1.759, 0.581], [2.766, -0.393, 1.637], [4.286, 1.048, 0.371], [5.120, 2.160, 0.014], [5.517, 1.976, -1.448], [6.370, 2.120, 0.896], [4.421, 3.509, 0.177], [1.654, 1.634, 5.399], [1.141, 1.248, 3.744], [1.557, 2.915, 4.175], [4.190, 2.464, 5.709], [3.894, 3.609, 4.387], [5.212, 2.439, 4.253], [3.923, 0.111, 5.365], [4.496, -0.153, 3.700], [2.835, -0.530, 4.123], [5.958, 0.990, -1.598], [6.238, 2.744, -1.732], [4.638, 2.061, -2.084], [6.876, 1.160, 0.790], [6.087, 2.252, 1.940], [7.053, 2.920, 0.606], [3.505, 3.531, -0.413], [5.086, 4.304, -0.162], [4.164, 3.675, 1.221]],
  "forces_ev_per_angstrom": [[-0.9, -0.8, 1.5], [-0.1, 0.1, 0.1], [0.4, -0.4, -0.4], [-0.1, 0.1, 0.1], [-0.3, 0.4, 0.3], [0.0, -0.2, -0.1], [0.0, 0.2, 0.2], [0.3, -0.1, -0.4], [-0.2, -0.1, 0.0], [0.2, -0.1, -0.2], [-0.2, 0.2, 0.2], [0.1, 0.0, 0.0], [0.7, 0.0, -0.4], [0.0, 0.0, 0.0], [0.0, 0.0, 0.0], [0.0, 0.0, 0.0], [-0.1, 0.0, 0.0], [0.0, 0.0, 0.0], [0.0, 0.0, 0.0], [0.3, -0.2, -0.1], [0.1, 0.1, -0.2], [-0.3, 0.0, 0.2], [-0.2, 0.0, 0.1], [0.1, 0.0, -0.2], [0.0, -0.4, 0.0], [0.1, 0.0, -0.4], [0.3, -0.1, -0.2], [-0.1, 0.3, -0.2], [0.0, 0.4, -0.4], [-0.1, -0.1, 0.1], [0.1, 0.1, -0.2], [-0.2, 0.0, 0.3], [-0.1, 0.0, 0.1], [0.0, 0.1, 0.0], [0.0, 0.0, 0.0], [0.0, 0.0, 0.0], [0.0, 0.0, 0.0], [0.1, -0.1, 0.0], [0.0, 0.0, 0.0], [0.1, 0.0, 0.0], [0.1, 0.0, 0.1], [-0.2, 0.2, -0.1], [0.1, -0.2, -0.1], [0.0, 0.1, 0.4], [-0.2, -0.1, -0.6], [0.1, 0.3, 0.0], [0.1, 0.2, 0.8], [0.3, 0.1, -0.4], [0.1, 0.4, -0.2], [-0.1, -0.1, 0.1], [0.0, 0.1, 0.1], [0.0, 0.0, 0.1], [0.0, -0.1, 0.0], [0.0, -0.1, 0.0], [0.0, 0.2, -0.1], [0.0, 0.0, 0.0], [-0.1, 0.0, 0.0], [-0.1, 0.0, 0.0], [0.0, -0.1, 0.0], [0.1, 0.0, 0.0], [0.0, 0.1, 0.1], [0.0, 0.1, 0.0], [0.0, 0.0, 0.0], [0.1, 0.0, -0.2], [0.0, 0.0, 0.0], [0.0, 0.0, 0.0], [0.0, 0.0, 0.0], [0.0, 0.0, 0.0], [0.0, -0.1, 0.0], [-0.4, -0.2, -0.5], [0.2, 0.0, -0.2], [0.0, 0.1, 0.6], [-0.1, -0.1, -0.2], [0.0, 0.0, -0.2], [0.0, -0.2, -0.3], [0.6, 0.3, 0.3], [-0.1, 0.0, 0.0], [-0.3, -0.2, 0.0], [-0.1, -0.1, 0.0], [0.4, 0.6, -0.1], [-0.2, -0.1, 0.2], [-0.3, -0.1, 0.0], [-0.1, -0.2, 0.0], [0.0, 0.0, 0.0], [-0.1, 0.0, 0.1], [-0.1, 0.0, 0.0], [0.0, 0.0, 0.0], [0.0, 0.0, 0.0], [0.1, 0.0, 0.1], [0.0, 0.0, 0.0], [0.1, 0.0, 0.1], [0.0, 0.0, 0.0], [0.0, 0.0, 0.0], [0.0, 0.0, 0.0], [0.0, 0.0, -0.1], [0.0, 0.0, 0.0], [0.0, 0.0, 0.0], [0.0, 0.0, 0.0], [0.0, 0.1, 0.0], [0.0, 0.0, 0.0], [0.0, 0.1, 0.0]],
  "homo_lumo_gap_ev": [5.31, 5.71],
  "s_squared": 8.843,
  "multiplicity": 6,
  "e_lumo_ha": [0.12732, 0.07523],
  "relative_energy_kj_mol": 18.6,
  "total_charge": -2
}

=====

No. 3
{
  "formula": "C38H43BiClN3O2P",
  "method": "wB97M-V/def2-TZVPD",
  "elements": ["Bi", "Cl", "N", "N", "C", "C", "C", "C", "C", "C", "H", "H", "H", "H", "H", "H", "C", "C", "C", "C", "H", "H", "H", "H", "H", "H", "O", "H", "H", "O", "H", "H", "C", "C", "C", "H", "H", "C", "C", "H", "C", "C", "C", "C", "H", "C", "H", "H", "H", "H", "H", "H", "H", "H", "N", "P", "C", "C", "C", "C", "C", "C", "C", "C", "C", "C", "C", "C", "C", "C", "C", "C", "C", "C", "H", "H", "H", "H", "H", "H", "H", "H", "H", "H", "H", "H", "H", "H", "H"],
  "positions_angstrom": [[-0.369, 0.994, -0.008], [-2.230, -0.268, -1.110], [0.874, 0.364, -2.325], [-2.233, 2.010, 1.316], [1.708, 1.229, -2.869], [-2.215, 3.319, 1.461], [0.672, -0.720, -3.317], [1.869, -0.534, -4.245], [-0.599, -0.477, -4.114], [0.646, -2.073, -2.642], [-0.569, 0.514, -4.586], [-1.472, -0.541, -3.459], [-0.667, -1.240, -4.900], [1.595, -2.248, -2.129], [0.516, -2.855, -3.400], [-0.176, -2.131, -1.923], [-3.429, 1.475, 2.029], [-3.983, 2.722, 2.721], [-3.012, 0.402, 3.021], [-4.475, 0.951, 1.064], [-4.684, 1.706, 0.297], [-5.398, 0.751, 1.625], [-4.139, 0.033, 0.575], [-2.111, 0.717, 3.563], [-2.825, -0.551, 2.512], [-3.824, 0.257, 3.744], [-3.198, 3.838, 2.182], [-3.838, 2.711, 3.810], [-5.035, 2.930, 2.496], [2.312, 0.835, -3.984], [1.636, -0.601, -5.313], [2.705, -1.200, -3.999], [2.005, 2.589, -2.355], [-1.162, 4.230, 0.934], [-0.905, 4.103, -0.552], [-0.236, 3.965, 1.475], [-1.428, 5.259, 1.203], [-0.024, 3.149, -1.024], [0.708, 3.322, -2.178], [-0.895, -1.138, 1.421], [0.166, 4.194, -3.149], [-0.957, 4.951, -2.810], [0.800, 4.299, -4.500], [-1.489, 4.948, -1.515], [-1.405, 5.599, -3.565], [-2.636, 5.828, -1.141], [-3.103, 6.240, -2.040], [-2.307, 6.666, -0.512], [-3.402, 5.280, -0.578], [1.780, 4.793, -4.444], [0.160, 4.887, -5.165], [0.958, 3.316, -4.961], [2.690, 3.092, -3.046], [2.513, 2.465, -1.385], [0.074, -0.892, 1.255], [1.015, -2.175, 1.591], [0.496, -3.598, 0.621], [1.437, -4.468, 0.040], [1.003, -5.487, -0.808], [-0.358, -5.646, -1.079], [-1.300, -4.822, -0.452], [-0.879, -3.814, 0.414], [2.719, -1.824, 1.200], [3.732, -2.283, 2.059], [5.068, -2.140, 1.678], [5.391, -1.524, 0.467], [4.381, -1.021, -0.364], [3.042, -1.157, 0.004], [0.819, -2.528, 3.336], [0.785, -1.433, 4.220], [0.569, -1.650, 5.582], [0.382, -2.950, 6.063], [0.396, -4.037, 5.181], [0.609, -3.832, 3.813], [2.502, -4.343, 0.254], [1.736, -6.155, -1.263], [-0.693, -6.418, -1.773], [-2.365, -4.965, -0.637], [-1.619, -3.191, 0.925], [3.467, -2.751, 3.010], [5.854, -2.515, 2.333], [6.434, -1.426, 0.168], [4.632, -0.524, -1.303], [2.246, -0.735, -0.623], [0.913, -0.421, 3.829], [0.551, -0.793, 6.257], [0.225, -3.116, 7.133], [0.243, -5.052, 5.544], [0.607, -4.673, 3.116]],
  "forces_ev_per_angstrom": [[2.4, 4.3, -0.4], [-2.5, -2.2, -1.1], [1.3, 1.5, -0.6], [0.0, 1.9, 0.5], [-1.5, -1.6, 1.5], [0.4, -2.4, -0.7], [0.0, 0.3, 0.1], [0.6, 0.4, 0.0], [-0.3, 0.1, 0.0], [0.1, -0.2, -0.1], [0.0, -0.2, 0.1], [0.1, 0.1, -0.2], [-0.1, 0.1, 0.0], [-0.1, -0.1, 0.0], [0.0, 0.0, 0.1], [0.1, 0.1, -0.1], [0.4, 0.3, -0.4], [0.3, 0.9, 0.2], [0.0, 0.0, 0.3], [-0.2, -0.2, -0.2], [0.0, -0.2, 0.1], [0.1, 0.0, -0.1], [-0.1, 0.2, 0.0], [-0.2, -0.1, -0.1], [0.0, 0.2, 0.1], [0.1, -0.1, -0.1], [-1.1, 0.2, 0.9], [0.0, 0.1, -0.2], [0.2, -0.1, 0.0], [0.2, -0.5, -1.2], [0.0, 0.0, 0.3], [0.0, 0.1, 0.0], [0.1, -0.6, -0.4], [-0.6, 0.0, 0.1], [-0.7, 0.9, -1.4], [0.0, -0.1, -0.2], [0.0, -0.2, 0.0], [1.2, -1.4, 2.4], [-1.1, 1.3, -1.2], [-0.3, -0.2, 0.1], [0.7, -0.4, 0.7], [-0.2, 0.0, -0.2], [0.1, 0.2, -0.4], [0.6, -0.2, 0.8], [0.0, -0.1, 0.1], [-0.3, 0.4, 0.0], [0.0, 0.0, 0.1], [-0.1, 0.0, -0.1], [0.1, 0.1, -0.1], [-0.1, -0.1, -0.1], [0.1, 0.0, 0.0], [0.0, 0.1, 0.1], [-0.1, -0.1, 0.0], [-0.2, 0.1, 0.1], [1.7, -2.9, 1.2], [-1.9, 1.8, -0.2], [0.3, -1.2, 0.2], [-0.4, 0.0, -0.1], [0.0, 0.1, 0.0], [0.0, 0.1, 0.1], [0.2, 0.0, 0.1], [0.2, -0.1, -0.1], [0.4, -0.1, 0.0], [0.0, 0.1, -0.5], [-0.2, 0.0, 0.2], [-0.3, 0.0, -0.2], [0.1, -0.1, 0.3], [-0.1, 0.1, 0.1], [0.0, -0.6, 0.3], [0.1, -0.2, 0.3], [0.1, 0.0, -0.4], [0.0, -0.1, 0.0], [0.0, 0.2, -0.2], [0.1, 0.2, 0.5], [-0.3, 0.0, -0.2], [-0.2, 0.2, 0.1], [0.1, 0.2, 0.2], [0.3, 0.0, 0.0], [0.3, -0.1, -0.3], [0.1, 0.1, -0.3], [-0.2, 0.1, -0.2], [-0.2, 0.0, 0.1], [-0.1, -0.1, 0.3], [0.4, -0.2, 0.3], [-0.1, -0.3, 0.1], [0.0, -0.3, -0.1], [0.0, 0.0, -0.4], [0.0, 0.2, 0.0], [0.0, 0.2, 0.2]],
  "homo_lumo_gap_ev": [2.50, 2.51],
  "e_lumo_ha": [0.09019, 0.09018],
  "total_charge": -1
}